Record 1
The following is a quantum chemistry calculation of the ion C30H26NO9 with charge -1, from OMol25.

Values from the calculation:
SMILES	CCOC(=O)C(C(=O)OCC)(c1ccc([N+](=O)[O-])cc1)[C@@H](C1=C([O-])c2ccccc2C1=O)c1ccc(OC)cc1
HOMO level	-4.05	eV
lowest unoccupied orbital energy	1.32	eV
net charge	-1

The geometry in XYZ format:
```
66
Properties=species:S:1:pos:R:3:nbo_charge:R:1
C -0.465 4.563 -2.347 -0.64
C -1.500 3.908 -1.491 -0.07
O -0.793 3.138 -0.436 -0.53
C -1.138 1.852 -0.402 0.89
C -0.253 0.886 0.457 -0.30
C 1.298 0.967 0.246 0.87
O 2.023 -0.001 0.486 -0.64
O 1.779 2.127 -0.186 -0.50
C 3.217 2.110 -0.507 -0.07
C 3.359 3.051 -1.662 -0.63
C -0.555 1.186 1.955 0.19
C 0.358 0.805 2.954 -0.25
C 0.065 0.995 4.299 -0.15
C -1.168 1.579 4.653 -0.01
N -1.571 1.630 6.020 0.51
O -2.709 2.080 6.290 -0.40
O -0.786 1.205 6.896 -0.39
C -2.089 1.973 3.668 -0.16
C -1.790 1.745 2.327 -0.25
O -2.168 1.430 -0.930 -0.65
H -0.952 5.079 -3.178 0.20
H 0.137 5.285 -1.785 0.20
H 0.176 3.776 -2.760 0.26
H -2.169 4.604 -0.972 0.17
H -2.085 3.197 -2.084 0.22
H 3.735 2.450 0.399 0.18
H 3.526 1.091 -0.766 0.21
H 4.390 3.080 -2.022 0.20
H 2.694 2.716 -2.465 0.24
H 3.068 4.062 -1.365 0.21
H 1.299 0.324 2.692 0.25
H 0.741 0.662 5.085 0.24
H -3.047 2.409 3.952 0.24
H -2.551 2.002 1.586 0.24
C 0.085 -6.260 2.683 -0.25
O -0.515 -5.078 3.252 -0.51
C -0.330 -3.885 2.622 0.30
C 0.691 -3.656 1.673 -0.34
C 0.666 -2.489 0.918 -0.09
C -0.410 -1.604 0.994 -0.04
C -0.650 -0.426 0.026 -0.23
C -0.197 -0.724 -1.376 -0.40
C 0.171 0.241 -2.401 0.55
O 0.335 1.473 -2.355 -0.74
C 0.286 -0.524 -3.657 -0.02
C -0.050 -1.856 -3.420 -0.10
C -0.089 -2.773 -4.461 -0.20
C 0.158 -2.312 -5.764 -0.23
C 0.460 -0.954 -6.001 -0.23
C 0.547 -0.049 -4.940 -0.23
C -0.477 -2.020 -1.992 0.52
O -1.006 -3.031 -1.538 -0.63
C -1.364 -1.812 2.005 -0.19
C -1.274 -2.866 2.885 -0.28
H -0.272 -7.074 3.312 0.19
H -0.237 -6.420 1.647 0.19
H 1.178 -6.205 2.724 0.17
H 1.452 -4.415 1.484 0.21
H 1.500 -2.284 0.257 0.22
H -1.745 -0.428 -0.067 0.26
H -0.319 -3.813 -4.238 0.22
H 0.097 -3.010 -6.601 0.20
H 0.622 -0.605 -7.018 0.20
H 0.787 1.002 -5.070 0.21
H -2.193 -1.112 2.109 0.20
H -1.986 -2.998 3.700 0.21
```

=====

Record 2
The following is a quantum chemistry calculation of a cluster of 5 separate species, C6H22N2O4 in total, from OMol25.

Values from the calculation:
SMILES	C=CCCCNCN.O.O.O.O
HOMO level	-9.05	eV
lowest unoccupied orbital energy	0.26	eV
net charge	0
energy relative to the best compared isomer or geometry (same formula, charge and spin)	362.1	kJ/mol

The geometry in XYZ format:
```
34
Properties=species:S:1:pos:R:3:nbo_charge:R:1
C -1.427 1.260 -0.609 -0.24
N -0.539 0.600 -1.577 -0.68
C -0.554 1.201 -2.939 -0.05
N 0.218 0.231 -3.857 -0.86
C -1.944 0.465 0.532 -0.43
C -1.240 0.650 1.874 -0.47
C -0.212 -0.480 2.129 -0.15
C 0.741 -0.336 3.051 -0.41
H -2.385 1.682 -1.113 0.20
H -0.926 2.178 -0.161 0.20
H 0.494 0.670 -1.222 0.36
H 0.014 2.197 -3.089 0.18
H -1.689 1.269 -3.218 0.19
H 1.173 0.034 -3.566 0.36
H -0.363 -0.651 -3.940 0.35
H -3.095 0.581 0.668 0.21
H -1.914 -0.640 0.419 0.21
H -0.563 1.571 1.845 0.23
H -1.905 0.865 2.689 0.22
H -0.498 -1.380 1.535 0.17
H 0.728 0.528 3.709 0.19
H 1.395 -1.120 3.493 0.20
H 2.014 -0.537 -0.159 0.47
H 3.053 -0.959 0.860 0.48
O 2.473 -0.162 0.712 -0.95
H 1.593 1.774 1.573 0.49
H 2.268 2.955 2.127 0.47
O 1.438 2.730 1.708 -0.95
H -0.907 -1.684 -1.514 0.50
H -0.972 -3.124 -1.987 0.47
O -0.983 -2.659 -1.138 -0.98
H 1.112 -3.003 -0.440 0.48
H -0.001 -2.731 0.727 0.49
O 1.001 -2.767 0.539 -0.97
```

=====

Record 3
The following is a quantum chemistry calculation of a structure of composition C4H11N2S, from OMol25.

Values from the calculation:
HOMO level	-2.86	eV
lowest unoccupied orbital energy	3.72	eV
net charge	-1
energy relative to the best compared isomer or geometry (same formula, charge and spin)	421.4	kJ/mol

The geometry in XYZ format:
```
18
Properties=species:S:1:pos:R:3:nbo_charge:R:1
N 3.319 0.089 0.994 -0.99
C 2.483 -0.225 0.009 0.12
C -2.791 1.459 0.932 -0.73
S -2.974 0.388 -0.553 -0.72
C 1.080 0.152 0.017 -0.12
N 0.193 -0.142 -1.078 -0.67
C -0.184 -1.568 -1.046 -0.42
H 3.703 1.013 0.831 0.36
H -2.992 2.491 0.643 0.18
H 2.748 -0.772 -0.904 0.15
H -1.782 1.390 1.348 0.17
H -3.512 1.169 1.696 0.18
H 0.851 0.971 0.689 0.23
H 1.415 -0.947 0.477 0.26
H -0.697 0.373 -0.919 0.43
H 0.684 -2.199 -1.239 0.17
H -0.928 -1.770 -1.814 0.22
H -0.615 -1.872 -0.083 0.19
```

=====

Record 4
The following is a quantum chemistry calculation of an isolated molecule of C4H7N3O2, from OMol25.

Values from the calculation:
SMILES	CCc1n[nH]c(=O)n1O
HOMO level	-8.72	eV
lowest unoccupied orbital energy	0.68	eV
net charge	0
energy relative to the best compared isomer or geometry (same formula, charge and spin)	269.5	kJ/mol

The geometry in XYZ format:
```
16
Properties=species:S:1:pos:R:3:nbo_charge:R:1
C -2.000 1.565 -1.553 -0.60
C -1.402 0.110 -1.513 -0.45
C -0.210 0.129 -0.607 0.34
C 1.103 -0.267 1.133 0.69
H -1.254 2.249 -1.968 0.23
H -2.881 1.676 -2.192 0.21
H -2.412 1.968 -0.570 0.21
H -1.129 -0.023 -2.535 0.23
H -2.067 -0.709 -1.212 0.23
H 1.856 1.651 0.980 0.41
H -0.441 -2.073 1.414 0.49
N 0.507 1.236 -0.548 -0.29
N 1.328 0.960 0.492 -0.44
N 0.211 -0.845 0.221 -0.13
O 1.495 -0.875 2.102 -0.64
O -0.362 -2.053 0.419 -0.49
```

=====

Record 5
The following is a quantum chemistry calculation of the ion C5H15N2 with charge +1, from OMol25.

Values from the calculation:
SMILES	C[NH2+]CC[C@@H](C)N
HOMO level	-13.57	eV
lowest unoccupied orbital energy	-2.97	eV
net charge	+1
energy relative to the best compared isomer or geometry (same formula, charge and spin)	127.7	kJ/mol

The geometry in XYZ format:
```
22
Properties=species:S:1:pos:R:3:nbo_charge:R:1
C -2.241 0.575 -0.444 -0.68
C -1.070 1.077 0.353 -0.07
C 0.229 1.359 -0.459 -0.43
C 1.311 0.259 -0.705 -0.24
C 1.747 -2.210 -0.368 -0.44
N 0.918 -1.026 -0.072 -0.51
N -0.814 0.280 1.594 -0.89
H -3.160 1.101 -0.128 0.25
H -2.643 -0.422 -0.282 0.23
H -2.153 0.768 -1.511 0.23
H -1.137 2.135 0.688 0.21
H 0.698 2.250 -0.057 0.23
H -0.157 1.649 -1.462 0.23
H 1.332 0.136 -1.792 0.23
H 2.200 0.703 -0.249 0.24
H 1.249 -2.960 -0.957 0.24
H 2.663 -1.960 -0.922 0.24
H 2.104 -2.576 0.599 0.24
H -0.076 -1.118 -0.291 0.44
H 0.943 -0.796 0.930 0.47
H -1.655 -0.242 1.807 0.38
H -0.642 0.931 2.349 0.39
```

=====

Record 6
The following is a quantum chemistry calculation of a structure of composition C22H18BClN6ORe, from OMol25.

Values from the calculation:
HOMO level (spin up / spin down)	-14.30 / -14.29	eV
spin multiplicity	2
lowest unoccupied orbital energy (spin up / spin down)	-7.98 / -8.03	eV
net charge	+2
<S²>	0.7549

The geometry in XYZ format:
```
50
Properties=species:S:1:pos:R:3:lowdin_spin:R:1
Re -0.120 0.421 0.328 0.76
Cl 5.824 -0.292 4.548 0.00
C 4.594 0.003 3.393 0.00
C 4.905 0.687 2.210 0.00
C 3.939 0.933 1.254 0.00
C 2.644 0.504 1.485 0.01
O 1.701 0.727 0.530 0.08
C 2.307 -0.172 2.665 0.00
C 0.983 -0.623 2.925 0.01
N -0.090 -0.398 2.212 0.01
C -1.332 -0.927 2.722 0.01
C -1.641 -0.880 4.052 0.00
C -2.889 -1.310 4.578 0.00
C -3.877 -1.670 3.730 0.00
C -3.661 -1.631 2.309 0.00
C -4.660 -1.894 1.419 0.02
C -4.447 -1.758 -0.056 0.00
C -3.370 -0.731 -0.317 0.00
N -1.005 -1.144 -0.197 0.01
C -2.345 -1.304 1.803 0.01
C 3.309 -0.431 3.618 0.00
H 5.923 1.016 2.046 0.00
H 4.182 1.445 0.334 0.00
H 0.848 -1.234 3.812 0.00
H -0.925 -0.450 4.743 0.00
H -3.043 -1.287 5.646 0.00
H -4.860 -1.947 4.089 0.00
H -5.619 -2.244 1.787 0.00
H -5.382 -1.497 -0.554 0.00
H -3.078 -0.825 -1.362 0.00
H 3.067 -0.963 4.529 0.00
B -3.576 0.838 0.104 0.00
N -2.581 1.757 -0.739 0.00
C -2.895 2.613 -1.694 0.01
C -1.742 3.235 -2.198 0.01
C -0.712 2.694 -1.484 0.01
N -1.218 1.794 -0.583 0.01
N -2.216 -1.289 0.479 0.01
C -3.995 -3.148 -0.472 0.00
C -2.830 -3.524 -1.020 0.00
C -1.654 -2.842 -1.627 0.00
N -0.851 -1.885 -1.335 0.00
H -4.672 1.228 -0.186 0.00
H -3.300 1.019 1.273 0.00
H -3.928 2.747 -1.969 0.00
H -1.686 3.984 -2.969 0.00
H 0.349 2.892 -1.522 0.00
H -4.710 -3.941 -0.280 0.00
H -2.765 -4.585 -1.244 0.00
H -1.346 -3.331 -2.547 0.00
```